1 | {"formula": "C5H3N3", "method": "ωB97M-V/def2-TZVPD", "gap_ev": 8.074, "e_lumo_ha": -0.06385, "spin_multiplicity": 1, "smiles": "C1=NC2=CC=NC2=N1", "total_charge": 0, "symbols": ["C", "N", "C", "C", "C", "N", "C", "N", "H", "H", "H"], "xyz": [[2.14, -0.22, 0.01], [1.56, 0.94, 0.01], [0.21, 0.59, -0.09], [-1.02, 1.07, -0.03], [-1.86, -0.23, 0.02], [-1.23, -1.33, -0.02], [0.11, -0.88, -0.09], [1.26, -1.43, -0.01], [3.24, -0.37, 0.06], [-1.46, 2.03, -0.02], [-2.96, -0.18, 0.16]], "nbo_charge": [0.2748, -0.4411, 0.0624, -0.2192, 0.1628, -0.4254, 0.3642, -0.4120, 0.2044, 0.2310, 0.1982]}

---

2 | {"formula": "C5H3N3", "method": "ωB97M-V/def2-TZVPD", "gap_ev": 9.128, "e_lumo_ha": 0.01798, "spin_multiplicity": 1, "smiles": "C#CNC#CNC#N", "total_charge": 0, "symbols": ["C", "C", "N", "C", "C", "N", "C", "N", "H", "H", "H"], "xyz": [[-0.53, 0.04, -2.62], [0.28, -0.61, -1.95], [1.13, -1.10, -1.01], [0.89, -0.64, 0.22], [0.50, -0.18, 1.25], [-0.10, 0.45, 2.24], [-1.28, 0.98, 1.93], [-2.23, 1.46, 1.51], [-0.99, 0.48, -3.39], [2.20, -0.80, -1.23], [0.14, -0.08, 3.07]], "nbo_charge": [-0.2551, 0.1570, -0.6399, 0.1481, 0.0873, -0.6504, 0.4167, -0.3285, 0.2221, 0.4095, 0.4332]}

---

Tell me which of them is the least stable. Sure, it is 2.

---

1 | {"formula": "C4H6OS", "method": "ωB97M-V/def2-TZVPD", "gap_ev": 9.373, "e_lumo_ha": 0.03216, "spin_multiplicity": 1, "smiles": "C=C1COCS1", "total_charge": 0, "symbols": ["C", "C", "C", "O", "C", "S", "H", "H", "H", "H", "H", "H"], "xyz": [[-2.17, -0.20, -0.15], [-0.82, -0.18, -0.20], [0.20, 1.00, 0.04], [1.44, 0.60, -0.52], [1.72, -0.67, 0.02], [0.20, -1.69, -0.15], [-2.78, 0.70, -0.03], [-2.76, -1.07, -0.35], [0.33, 1.06, 1.12], [-0.01, 2.00, -0.39], [2.62, -1.05, -0.49], [2.03, -0.49, 1.09]], "nbo_charge": [-0.4410, -0.1381, -0.1148, -0.5063, -0.2043, 0.2004, 0.2070, 0.2106, 0.1780, 0.2179, 0.2170, 0.1736]}

---

2 | {"formula": "C4H6OS", "method": "ωB97M-V/def2-TZVPD", "gap_ev": 9.982, "e_lumo_ha": 0.02639, "spin_multiplicity": 1, "smiles": "OCC#CCS", "total_charge": 0, "symbols": ["O", "C", "C", "C", "C", "S", "H", "H", "H", "H", "H", "H"], "xyz": [[-2.85, 0.81, -1.35], [-1.60, 1.43, -1.31], [-0.72, 0.79, -0.27], [-0.21, -0.04, 0.42], [0.59, -0.81, 1.39], [2.27, -0.88, 0.59], [-2.73, -0.11, -1.56], [-1.00, 1.30, -2.26], [-1.76, 2.54, -1.17], [0.67, -0.36, 2.38], [0.29, -1.89, 1.51], [2.71, -2.02, 1.20]], "nbo_charge": [-0.6914, -0.1234, -0.0196, -0.0455, -0.5567, -0.0365, 0.4709, 0.1862, 0.2098, 0.2411, 0.2454, 0.1197]}

---

Tell me which of them is the least stable. Sure, it is 2.

---

1 | {"formula": "C4H6OS", "method": "ωB97M-V/def2-TZVPD", "gap_ev": 8.559, "e_lumo_ha": -0.01159, "spin_multiplicity": 1, "smiles": "C=COCC=S", "total_charge": 0, "symbols": ["C", "C", "O", "C", "C", "S", "H", "H", "H", "H", "H", "H"], "xyz": [[1.01, 2.62, 0.81], [0.64, 1.52, 1.45], [1.04, 0.31, 1.02], [0.02, -0.63, 0.68], [-0.36, -0.52, -0.74], [-1.12, -1.64, -1.60], [1.65, 2.52, -0.01], [0.69, 3.60, 1.03], [-0.03, 1.49, 2.32], [0.39, -1.61, 0.72], [-0.85, -0.67, 1.33], [-0.04, 0.50, -1.24]], "nbo_charge": [-0.4648, 0.1370, -0.5140, -0.1705, -0.2753, 0.0607, 0.2004, 0.2082, 0.1682, 0.2254, 0.2114, 0.2130]}

---

2 | {"formula": "C4H6OS", "method": "ωB97M-V/def2-TZVPD", "gap_ev": 7.846, "e_lumo_ha": -0.05063, "spin_multiplicity": 1, "smiles": "CCC(=O)C=S", "total_charge": 0, "symbols": ["C", "C", "C", "O", "C", "S", "H", "H", "H", "H", "H", "H"], "xyz": [[-1.71, -0.28, -0.40], [-0.48, 0.13, 0.39], [0.79, -0.12, -0.36], [0.86, -0.56, -1.49], [2.12, 0.27, 0.26], [2.33, 0.90, 1.75], [-1.59, -1.36, -0.67], [-1.73, 0.30, -1.36], [-2.56, -0.10, 0.21], [-0.45, -0.40, 1.38], [-0.55, 1.17, 0.68], [2.97, 0.04, -0.38]], "nbo_charge": [-0.6017, -0.5152, 0.5086, -0.5017, -0.3465, 0.1141, 0.2172, 0.2181, 0.2128, 0.2394, 0.2399, 0.2151]}

---

3 | {"formula": "C4H6OS", "method": "ωB97M-V/def2-TZVPD", "gap_ev": 9.071, "e_lumo_ha": 0.02223, "spin_multiplicity": 1, "smiles": "C=C=C(C)SO", "total_charge": 0, "symbols": ["C", "C", "C", "C", "S", "O", "H", "H", "H", "H", "H", "H"], "xyz": [[1.40, -1.30, -1.01], [0.44, -0.50, -0.52], [-0.34, 0.35, 0.06], [-1.87, 0.21, -0.09], [0.17, 1.84, 0.97], [1.82, 1.54, 1.24], [1.60, -1.35, -2.07], [1.75, -2.07, -0.23], [-2.47, 1.15, -0.19], [-2.02, -0.47, -0.98], [-2.17, -0.33, 0.87], [1.69, 0.92, 1.94]], "nbo_charge": [-0.4555, 0.0400, -0.2768, -0.6367, 0.5191, -0.8031, 0.2274, 0.2209, 0.2307, 0.2353, 0.2233, 0.4753]}

---

Tell me which of them is the least stable. Sure, it is 3.

---

1 | {"formula": "C4H6OS", "method": "ωB97M-V/def2-TZVPD", "gap_ev": 9.804, "e_lumo_ha": 0.03565, "spin_multiplicity": 1, "smiles": "C1O[C@H]1[C@H]1CS1", "total_charge": 0, "symbols": ["C", "O", "C", "C", "C", "S", "H", "H", "H", "H", "H", "H"], "xyz": [[1.33, -1.07, -0.23], [1.49, 0.31, -0.51], [0.72, -0.03, 0.65], [-0.72, 0.32, 0.63], [-1.39, 0.78, -0.60], [-1.85, -0.86, -0.05], [0.84, -1.56, -1.06], [2.29, -1.45, 0.11], [1.31, 0.29, 1.52], [-1.02, 0.88, 1.56], [-0.87, 0.78, -1.54], [-2.14, 1.60, -0.49]], "nbo_charge": [-0.1096, -0.5063, 0.0314, -0.3666, -0.4738, 0.1389, 0.2051, 0.1818, 0.2023, 0.2354, 0.2356, 0.2258]}

---

2 | {"formula": "C4H6OS", "method": "ωB97M-V/def2-TZVPD", "gap_ev": 8.517, "e_lumo_ha": -0.00997, "spin_multiplicity": 1, "smiles": "C=C=S.C=CO", "total_charge": 0, "symbols": ["C", "C", "S", "H", "H", "C", "C", "O", "H", "H", "H", "H"], "xyz": [[-2.36, -1.19, 0.91], [-2.71, -0.62, -0.21], [-3.08, -0.06, -1.66], [-1.50, -0.78, 1.45], [-2.80, -2.04, 1.36], [0.13, 1.59, -0.50], [0.75, 2.09, 0.59], [1.57, 1.37, 1.42], [-0.66, 2.27, -0.89], [0.21, 0.48, -0.72], [0.58, 3.09, 0.97], [1.68, 0.58, 0.90]], "nbo_charge": [-0.6157, -0.0107, 0.1151, 0.2558, 0.2554, -0.5728, 0.1551, -0.6666, 0.2295, 0.2026, 0.1826, 0.4697]}

---

Tell me which of them is the least stable. Sure, it is 2.

---

1 | {"formula": "C9H9ClS2Si", "method": "ωB97M-V/def2-TZVPD", "gap_ev": 8.930, "e_lumo_ha": 0.01234, "spin_multiplicity": 1, "total_charge": 0, "symbols": ["C", "C", "C", "C", "C", "C", "C", "C", "C", "Si", "S", "S", "Cl", "H", "H", "H", "H", "H", "H", "H", "H", "H"], "xyz": [[-2.79, 2.21, 0.10], [3.55, -0.14, 1.49], [-1.63, 1.44, -0.14], [2.19, -0.54, 1.70], [-3.87, 1.46, 0.44], [3.78, 0.50, 0.30], [-1.85, 0.11, -0.13], [1.47, -0.27, 0.58], [-0.02, -1.83, -1.95], [-0.66, -1.32, -0.24], [-3.43, -0.19, 0.43], [2.32, 0.51, -0.67], [-1.53, -2.87, 0.74], [-2.88, 3.16, -0.37], [4.25, -0.32, 2.32], [-0.75, 1.81, -0.60], [1.85, -1.05, 2.56], [-4.81, 1.98, 0.70], [4.58, 1.00, -0.20], [-0.68, -1.43, -2.78], [0.92, -1.30, -2.12], [0.01, -2.95, -2.17]], "nbo_charge": [-0.2667, -0.2495, -0.2082, -0.3379, -0.4208, -0.4218, -0.7523, -0.4538, -1.1579, 1.5707, 0.4978, 0.3827, -0.3463, 0.2231, 0.2237, 0.2244, 0.2276, 0.2516, 0.2338, 0.2547, 0.2610, 0.2642]}

---

2 | {"formula": "C9H9ClS2Si", "method": "ωB97M-V/def2-TZVPD", "gap_ev": [7.310, 7.311], "e_lumo_ha": [-0.00821, -0.00821], "spin_multiplicity": 1, "smiles": "C[Si](Cl)=C=C/C=C\\Sc1cccs1", "total_charge": 0, "symbols": ["C", "Si", "Cl", "C", "C", "C", "C", "S", "C", "C", "C", "C", "S", "H", "H", "H", "H", "H", "H", "H", "H", "H"], "xyz": [[-0.34, -0.79, -4.26], [0.58, 0.55, -3.30], [2.56, 0.10, -3.64], [0.51, 1.49, -1.73], [0.81, 2.67, -1.18], [1.00, 2.64, 0.28], [0.62, 1.58, 1.06], [0.00, 0.09, 0.29], [-0.31, -0.83, 1.76], [-1.51, -1.33, 2.15], [-1.44, -2.05, 3.34], [-0.17, -2.08, 3.91], [0.98, -1.38, 2.84], [-0.54, -1.50, -3.45], [-1.32, -0.66, -4.65], [0.30, -1.23, -4.98], [1.09, 3.55, -1.60], [1.45, 3.49, 0.76], [0.47, 1.43, 2.03], [-2.33, -1.08, 1.55], [-2.44, -2.30, 3.94], [0.05, -2.37, 4.88]], "nbo_charge": [-1.1090, 1.4239, -0.3880, -0.6718, -0.2458, -0.2601, -0.2937, 0.3426, -0.3914, -0.2820, -0.2426, -0.4134, 0.4234, 0.2583, 0.2603, 0.2633, 0.2102, 0.2148, 0.2120, 0.2309, 0.2267, 0.2313]}

---

Tell me which of them is the least stable. Sure, it is 2.

---

1 | {"formula": "C5H7ClSi", "method": "ωB97M-V/def2-TZVPD", "gap_ev": 9.629, "e_lumo_ha": 0.00722, "spin_multiplicity": 1, "total_charge": 0, "symbols": ["C", "C", "C", "C", "C", "Si", "Cl", "H", "H", "H", "H", "H", "H", "H"], "xyz": [[-1.55, -2.89, 0.02], [-1.14, -1.86, -0.48], [2.20, -0.47, -0.61], [2.99, 0.42, -0.07], [-0.81, 0.75, 0.82], [-0.27, -0.21, -0.74], [4.73, 0.14, 0.10], [-2.04, -3.77, 0.28], [2.60, -1.25, -1.24], [2.76, 1.44, 0.12], [-1.90, 0.32, 0.99], [-0.20, 0.39, 1.73], [-0.94, 1.87, 0.62], [-0.83, 0.60, -1.82]], "nbo_charge": [-0.1646, -0.4901, -0.4137, -0.2567, -1.1288, 1.2614, -0.0563, 0.2286, 0.2093, 0.2127, 0.2522, 0.2585, 0.2499, -0.1624]}

---

2 | {"formula": "C5H7ClSi", "method": "ωB97M-V/def2-TZVPD", "gap_ev": [9.375, 6.509], "e_lumo_ha": [-0.01808, -0.01745], "spin_multiplicity": 1, "total_charge": 0, "symbols": ["C", "C", "C", "C", "C", "Si", "Cl", "H", "H", "H", "H", "H", "H", "H"], "xyz": [[2.64, -0.55, 1.31], [1.59, -0.15, 0.88], [-1.43, -1.08, 0.72], [-0.99, -2.03, 1.54], [-0.21, 0.22, -1.87], [-0.07, -0.01, 0.05], [-2.08, -3.00, 2.38], [3.58, -0.58, 1.69], [-2.50, -0.77, 0.54], [0.01, -2.39, 1.75], [-0.27, 1.32, -2.19], [0.69, -0.18, -2.34], [-1.05, -0.24, -2.21], [-1.19, 2.44, 1.80]], "nbo_charge": [-0.1620, -0.5111, -0.7045, -0.2072, -1.0718, 1.3117, 0.0039, 0.2204, 0.2654, 0.2298, 0.2527, 0.2432, 0.2324, -0.1029]}

---

Tell me which of them is the least stable. Sure, it is 2.